Below is a structure of composition C46H47GaGeN5PSi, with properties calculated with ωB97M-V with the def2-TZVPD basis set.

Element x y z (Å)
Ga (0.404, -0.917, 0.170)
C (-0.537, -1.456, 4.631)
C (0.400, -0.585, 5.257)
C (1.433, -0.082, 4.499)
C (1.396, -0.194, 3.073)
N (0.500, -0.995, 2.490)
C (-0.511, -1.539, 3.261)
N (2.308, 0.517, 2.494)
C (2.530, 0.809, 1.249)
N (1.886, 0.360, 0.110)
C (2.601, 0.747, -1.039)
N (2.269, 0.720, -2.307)
C (1.377, -0.127, -2.906)
C (1.473, -0.102, -4.356)
C (0.688, -0.983, -5.026)
C (-0.324, -1.742, -4.346)
C (-0.262, -1.731, -2.968)
N (0.576, -0.972, -2.213)
C (3.763, 1.508, -0.601)
C (4.734, 2.153, -1.369)
C (5.760, 2.783, -0.607)
C (5.737, 2.794, 0.782)
C (4.652, 2.277, 1.526)
C (3.697, 1.619, 0.796)
H (-1.283, -2.083, 5.176)
H (0.511, -0.518, 6.314)
H (2.090, 0.632, 4.915)
H (-1.346, -2.044, 2.719)
H (2.166, 0.641, -4.808)
H (0.761, -1.041, -6.109)
H (-1.145, -2.312, -4.747)
H (-0.931, -2.394, -2.361)
H (4.563, 2.257, -2.450)
H (6.658, 3.262, -1.094)
H (6.572, 3.310, 1.275)
H (4.559, 2.349, 2.595)
C (1.942, 4.993, -0.464)
P (0.711, 3.775, 0.044)
C (1.009, 3.686, 1.877)
C (-0.838, 4.858, 0.093)
H (1.858, 5.948, 0.055)
H (1.681, 5.264, -1.550)
H (2.900, 4.535, -0.315)
H (0.549, 4.567, 2.402)
H (2.064, 3.516, 2.090)
H (0.483, 2.823, 2.264)
H (-0.717, 5.723, 0.783)
H (-1.699, 4.316, 0.472)
H (-0.966, 5.201, -0.943)
C (0.324, -4.786, -0.371)
Si (1.315, -3.171, 0.021)
C (2.760, -3.095, -1.154)
C (2.031, -3.682, 1.728)
C (1.679, -4.829, 2.367)
C (2.485, -5.295, 3.452)
C (3.337, -4.436, 4.070)
C (3.728, -3.255, 3.404)
C (3.098, -2.908, 2.231)
H (0.980, -5.623, -0.460)
H (-0.129, -4.716, -1.409)
H (-0.510, -5.004, 0.347)
H (3.600, -3.576, -0.652)
H (3.047, -2.105, -1.560)
H (2.477, -3.669, -2.034)
H (0.824, -5.419, 2.040)
H (2.264, -6.227, 3.934)
H (3.771, -4.656, 5.013)
H (4.538, -2.561, 3.767)
H (3.336, -2.012, 1.617)
C (-2.766, 0.685, 1.781)
Ge (-2.092, -0.103, 0.023)
C (-3.295, -1.545, -0.320)
C (-3.665, -2.486, 0.639)
C (-4.443, -3.579, 0.287)
C (-4.880, -3.736, -1.003)
C (-4.509, -2.856, -2.053)
C (-3.691, -1.799, -1.665)
C (-2.311, 1.404, -1.183)
C (-1.267, 2.139, -1.716)
C (-1.318, 2.919, -2.874)
C (-2.582, 3.188, -3.385)
C (-3.723, 2.770, -2.649)
C (-4.918, 3.472, -2.892)
C (-6.051, 3.093, -2.238)
C (-6.082, 1.943, -1.404)
C (-4.905, 1.280, -1.148)
C (-3.671, 1.797, -1.581)
H (-3.740, 0.360, 2.208)
H (-2.840, 1.747, 1.464)
H (-1.963, 0.619, 2.520)
H (-3.292, -2.433, 1.691)
H (-4.722, -4.313, 1.008)
H (-5.556, -4.565, -1.174)
H (-4.789, -3.007, -3.065)
H (-3.385, -0.996, -2.298)
H (-0.276, 1.961, -1.244)
H (-0.350, 3.256, -3.280)
H (-2.739, 3.823, -4.275)
H (-4.883, 4.321, -3.562)
H (-7.011, 3.580, -2.409)
H (-6.983, 1.582, -0.890)
H (-4.963, 0.380, -0.494)

Its charge is +1. The HOMO energy (alpha / beta) is -10.23 / -10.22 eV. As for the spin multiplicity: 2. The maximum force comes out at 5.30 eV/Å. As for the expectation value of S²: 0.7615. As for the frontier orbital gap (alpha / beta): 6.49 / 4.19 eV.